Formula: CHNO3S
Source: the Open Molecules 2025 dataset
Level of theory: ωB97M-V with the def2-TZVPD basis set

Energy in hartree: -717.2603
Spin multiplicity: 1
Frontier orbital gap in eV: 7.0
Energy above the lowest of the compared OMol25 structures with the same formula, charge and spin in kJ/mol: 193.6
Highest occupied orbital energy in eV: -1.47
Total charge: -2
Largest force on an atom in eV/Å: 4.0

```
7
Properties=species:S:1:pos:R:3:forces:R:3:nbo_charge:R:1
C 1.7460 2.1715 -3.8447 -2.3 2.2 -2.4 0.42
N -1.9630 -2.9560 4.8310 0.1 -0.2 0.9 0.21
O -2.7625 -2.4567 5.6820 1.0 -0.7 -0.7 -0.61
O -1.0627 -3.7403 5.2635 -1.1 0.9 -0.1 -0.61
O 2.8297 2.4203 -4.2987 -1.0 -0.5 0.7 -0.60
S -0.2920 3.0480 -4.6224 3.2 -1.4 1.2 -0.92
H 1.5046 1.5132 -3.0106 0.2 -0.3 0.4 0.10
```
Positions in Å, forces in eV/Å.